{
  "formula": "C21H18F3N3O3S2",
  "method": "ωB97M-V with the def2-TZVPD basis set",
  "orbital_gap_ev": 9.0,
  "energy_ha": -2297.034933,
  "relative_energy_kj_mol": 0.0,
  "homo_ev": -8.6,
  "spin_multiplicity": 1,
  "symbols": ["H", "C", "H", "C", "C", "N", "H", "S", "H", "C", "O", "C", "C", "H", "N", "C", "H", "H", "O", "H", "C", "C", "H", "H", "C", "H", "C", "S", "C", "C", "H", "O", "H", "H", "C", "C", "F", "F", "C", "H", "H", "C", "C", "H", "C", "H", "N", "C", "F", "C"],
  "xyz": [[2.300038, -1.399720, 4.458085], [2.065259, 3.814266, 0.082991], [-4.896639, -3.467687, -1.376431], [-0.045981, -1.478259, -1.866720], [0.815454, 1.991009, 3.447615], [0.620498, -1.551551, 2.448007], [-0.323502, -2.440255, -1.472719], [-1.136600, -2.381767, -4.197838], [2.978703, 0.643028, 5.647540], [0.318270, -1.746611, 1.104935], [-0.661465, -3.695911, -3.871592], [-4.380603, -2.636796, -1.831881], [0.974728, 0.699739, -1.603696], [-0.163826, 0.230083, -4.774483], [-2.718195, -2.179223, -3.670381], [-0.292464, -1.175685, -3.188813], [1.986234, 4.855387, 0.322554], [1.268987, 0.019153, 0.763588], [-0.238262, -2.755375, 0.743861], [0.578697, -2.397597, 2.998695], [1.744638, 1.934531, 4.477684], [0.180638, 3.311801, 3.115590], [-2.654013, -3.907250, -2.444454], [-2.936876, -1.064834, -1.251826], [-3.124244, -2.125800, -1.194789], [-2.756773, -2.595987, -0.296327], [0.056772, 0.041427, -3.736948], [3.320512, 2.882437, 0.797297], [0.983618, -0.383776, 3.109936], [0.567672, -0.531286, -1.054336], [1.011974, 1.918965, -3.353963], [-1.112537, -1.964047, -5.569315], [-0.330486, 0.914419, 1.999066], [2.039344, 2.835964, 4.990313], [0.425260, 0.849260, 2.767028], [2.268455, 0.704536, 4.838224], [1.074884, 4.312197, 3.049909], [-0.469348, 3.306844, 1.942209], [1.669962, 1.708886, -0.792692], [3.322122, 0.558108, 0.093470], [-5.030799, -1.917105, -2.304647], [1.276698, 3.074816, -0.732626], [1.890930, -0.443413, 4.168913], [0.427652, 3.466275, -1.261658], [-3.057743, -2.899460, -2.479560], [-3.355107, -2.320338, -4.441401], [0.771031, -0.736099, 0.307194], [2.766304, 1.470147, -0.009290], [-0.721315, 3.681180, 4.043948], [0.701445, 0.971374, -2.940265]],
  "forces_ev_per_a": [[0.089, -0.112, -0.007], [0.424, -0.081, 0.154], [0.034, -0.099, -0.013], [0.085, -0.200, 0.166], [0.075, -0.014, -0.011], [-0.154, -0.554, 0.178], [0.013, -0.056, 0.121], [-0.403, 0.143, -0.052], [0.078, -0.027, 0.083], [0.273, 0.215, 0.297], [0.004, 0.213, 0.323], [-0.070, 0.082, -0.110], [-0.107, -0.239, -0.172], [0.013, 0.103, -0.132], [0.577, 0.090, -0.367], [-0.133, -0.226, -0.240], [-0.095, 0.232, 0.033], [-0.117, -0.218, -0.053], [-0.200, -0.349, -0.281], [-0.094, 0.072, -0.190], [-0.121, -0.021, -0.122], [-0.227, 0.271, -0.116], [-0.161, 0.039, 0.137], [0.021, 0.088, -0.112], [0.004, -0.060, 0.157], [0.021, -0.101, 0.051], [-0.053, 0.039, -0.232], [-0.448, -0.131, -0.385], [0.152, 0.549, 0.235], [-0.227, 0.002, -0.439], [0.039, 0.077, -0.046], [-0.099, 0.256, 0.091], [-0.030, 0.006, -0.046], [0.047, 0.092, 0.060], [0.018, 0.042, 0.207], [-0.080, 0.133, 0.044], [0.263, 0.032, 0.108], [-0.053, -0.222, -0.072], [0.245, 0.043, 0.277], [0.065, -0.253, -0.007], [-0.022, 0.107, -0.052], [0.065, 0.036, 0.063], [-0.103, -0.043, -0.221], [-0.190, 0.102, -0.096], [0.139, -0.317, 0.439], [0.036, -0.042, -0.260], [0.282, 0.255, 0.213], [0.217, 0.387, 0.104], [-0.038, -0.105, 0.191], [-0.052, -0.237, 0.103]]
}

{
  "formula": "C21H18N3O3RbS6",
  "method": "ωB97M-V with the def2-TZVPD basis set",
  "orbital_gap_ev": 4.4,
  "energy_ha": -3614.379695,
  "relative_energy_kj_mol": 15.9,
  "homo_ev": -0.6,
  "total_charge": -2,
  "spin_multiplicity": 1,
  "symbols": ["H", "S", "H", "C", "C", "C", "C", "H", "C", "O", "H", "C", "C", "C", "N", "C", "H", "S", "C", "S", "C", "S", "H", "Rb", "S", "O", "H", "C", "C", "H", "C", "C", "H", "H", "S", "H", "H", "H", "H", "C", "C", "N", "H", "H", "H", "C", "C", "C", "N", "O", "H", "C"],
  "xyz": [[2.277036, -3.070143, -6.034766], [-3.025914, 4.244724, 1.221787], [-3.285015, -2.138496, 1.931041], [-4.718717, 4.101411, 1.249528], [3.537948, 0.254219, -0.823076], [2.191800, -3.761639, -2.727991], [4.894905, 2.232156, -0.637603], [6.656013, -1.936440, -1.490279], [-4.015855, -3.238987, -0.210244], [2.147371, -3.912076, -0.160496], [5.865975, 2.715630, -0.681253], [-2.114108, -4.784904, 0.183151], [5.792062, -1.304868, -1.313966], [-2.582025, -2.959870, 1.729042], [2.064808, -1.574370, -1.138525], [2.426503, -3.613163, -5.109685], [3.794321, 4.006219, -0.177528], [-3.685588, 0.074616, 0.173395], [3.247988, -5.545269, -3.935591], [-5.188184, 2.500745, 0.930191], [3.765993, 2.939691, -0.360464], [-0.861030, 2.331763, 0.552842], [-2.713323, -5.695166, 0.078962], [-0.304441, -0.929912, 0.167583], [-5.790364, 5.374602, 1.572458], [-1.565170, -3.138180, 2.382699], [3.388084, -5.280942, -6.059227], [4.513206, -1.908306, -1.287636], [5.959324, 0.035725, -1.131623], [1.510829, -2.095105, -3.885591], [1.993375, -3.063874, -3.913060], [3.373307, -1.158449, -1.088818], [1.610372, 2.774573, -0.041386], [2.968767, -5.506369, -1.788902], [1.610499, -3.047751, -1.193889], [-3.612092, -2.860607, -1.152861], [6.939955, 0.496023, -1.164005], [4.440620, -2.977446, -1.430673], [3.738251, -6.511437, -3.943140], [3.051109, -4.855151, -5.121390], [-3.631667, 1.768363, 0.621655], [2.421928, 0.967481, -0.511213], [-4.547990, -2.417230, 0.265334], [-1.314987, -4.950939, 0.901356], [-4.714466, -4.052606, -0.429240], [-2.573689, 2.618555, 0.762138], [2.819821, -4.996095, -2.730835], [4.815601, 0.838617, -0.871422], [-2.951401, -3.706313, 0.658614], [0.162588, -3.034630, -1.332646], [-1.660516, -4.533990, -0.776308], [2.528837, 2.250934, -0.292029]],
  "forces_ev_per_a": [[0.006, -0.009, -0.007], [0.182, 0.254, -0.078], [0.027, -0.005, 0.022], [-0.184, 0.210, 0.168], [-0.166, 0.021, 0.064], [-0.005, 0.034, -0.085], [0.106, -0.048, -0.030], [-0.003, -0.006, -0.003], [0.008, -0.135, 0.020], [0.011, -0.034, 0.024], [-0.008, 0.005, 0.004], [-0.012, -0.050, 0.007], [-0.102, -0.110, 0.001], [0.011, 0.009, -0.178], [0.465, 0.034, -0.151], [-0.025, 0.023, 0.028], [0.001, -0.002, 0.001], [0.084, 0.225, 0.065], [-0.021, 0.019, 0.107], [-0.267, -0.096, -0.134], [-0.170, 0.005, 0.038], [-0.307, 0.091, 0.080], [0.017, -0.010, -0.019], [-0.768, 1.165, 0.703], [0.149, -0.184, -0.012], [-0.015, -0.068, 0.093], [0.001, -0.001, 0.004], [0.263, -0.062, -0.054], [-0.123, 0.055, 0.025], [-0.009, 0.004, 0.029], [0.051, -0.046, -0.023], [-0.369, 0.191, 0.112], [0.019, 0.031, -0.014], [-0.006, -0.001, 0.014], [0.320, -0.665, -0.294], [0.020, -0.017, -0.003], [0.006, 0.006, 0.004], [-0.028, -0.003, -0.006], [0.002, 0.000, -0.005], [0.012, 0.006, -0.066], [0.142, -0.248, -0.042], [0.061, -0.103, -0.099], [-0.010, -0.004, 0.005], [-0.010, 0.011, 0.005], [0.013, -0.013, 0.024], [0.247, -0.257, -0.034], [0.025, -0.024, -0.131], [0.201, 0.082, -0.004], [-0.048, 0.241, 0.055], [0.087, -0.546, -0.238], [0.002, 0.006, -0.017], [0.117, 0.019, 0.024]]
}